# C34H72FO10PSi2

A structure of composition C34H72FO10PSi2 (ωB97M-V with the def2-TZVPD basis set, the OMol25 dataset).

Atoms and positions in Å:
C: 1.334 -6.084 -1.854
C: 0.658 -5.221 -2.875
O: 0.642 -5.530 -3.996
O: 0.113 -4.066 -2.450
C: -0.996 -3.605 -3.258
C: -1.719 -2.493 -2.484
C: -3.161 -2.820 -2.053
C: -3.300 -3.212 -0.570
C: -4.631 -3.947 -0.279
Si: -4.618 -5.799 -0.591
C: -3.356 -6.385 -1.869
C: -2.201 -7.148 -1.216
F: -1.852 -8.258 -1.947
O: -6.197 -6.239 -0.974
Si: -6.435 -7.883 -1.233
P: -7.016 -8.309 -3.340
C: -6.153 -7.105 -4.447
O: -8.638 -7.828 -3.411
H: 1.126 -7.102 -2.146
H: 2.394 -5.871 -1.822
H: 0.891 -5.952 -0.875
H: -1.638 -4.426 -3.558
H: -0.581 -3.188 -4.168
H: -1.774 -1.640 -3.150
H: -1.122 -2.276 -1.608
H: -3.665 -3.546 -2.691
H: -3.725 -1.897 -2.151
H: -2.412 -3.719 -0.191
H: -3.341 -2.253 -0.034
H: -4.882 -3.811 0.769
H: -5.466 -3.526 -0.836
H: -4.262 -6.481 0.680
H: -2.902 -5.535 -2.365
H: -3.798 -6.979 -2.661
H: -1.316 -6.528 -1.164
H: -2.458 -7.404 -0.190
H: -7.521 -8.383 -0.368
H: -5.222 -8.668 -0.930
H: -6.709 -7.095 -5.382
H: -6.129 -6.083 -4.072
H: -5.150 -7.449 -4.667
H: -8.725 -7.353 -4.249
C: -4.117 -1.035 3.900
C: -3.692 0.406 3.647
C: -3.410 0.387 2.152
O: -4.292 -0.590 1.575
C: -4.881 -1.355 2.625
H: -4.714 -1.170 4.800
H: -3.234 -1.674 3.978
H: -4.522 1.082 3.864
H: -2.834 0.723 4.236
H: -2.379 0.079 1.947
H: -3.584 1.355 1.679
H: -5.933 -1.059 2.710
H: -4.832 -2.413 2.366
C: 1.908 1.921 2.326
C: 0.991 2.576 1.305
C: 0.317 1.370 0.670
O: 0.246 0.359 1.684
C: 1.063 0.748 2.795
H: 2.205 2.583 3.138
H: 2.813 1.557 1.832
H: 0.247 3.195 1.817
H: 1.513 3.198 0.580
H: 0.911 0.977 -0.162
H: -0.689 1.590 0.306
H: 0.400 1.041 3.618
H: 1.662 -0.104 3.120
C: 3.434 3.315 -3.667
C: 4.636 2.493 -3.219
C: 4.512 2.561 -1.706
O: 3.113 2.665 -1.413
C: 2.395 2.943 -2.620
H: 3.107 3.099 -4.684
H: 3.668 4.380 -3.603
H: 4.526 1.459 -3.558
H: 5.590 2.871 -3.584
H: 5.010 3.451 -1.306
H: 4.922 1.681 -1.208
H: 1.848 2.038 -2.907
H: 1.673 3.740 -2.437
C: 7.925 4.468 -7.162
C: 9.122 3.640 -6.713
C: 9.001 3.713 -5.199
O: 7.604 3.826 -4.905
C: 6.886 4.105 -6.112
H: 7.595 4.252 -8.177
H: 8.164 5.533 -7.100
H: 9.006 2.606 -7.050
H: 10.077 4.011 -7.081
H: 9.506 4.601 -4.803
H: 9.406 2.833 -4.699
H: 6.334 3.202 -6.397
H: 6.169 4.906 -5.930
C: -2.574 4.465 7.612
C: -1.302 4.299 6.790
C: -1.402 2.844 6.357
O: -2.798 2.545 6.246
C: -3.559 3.602 6.838
H: -2.903 5.499 7.710
H: -2.426 4.058 8.615
H: -1.335 4.954 5.916
H: -0.389 4.515 7.342
H: -0.967 2.175 7.107
H: -0.913 2.655 5.399
H: -4.037 4.171 6.033
H: -4.338 3.177 7.471
C: 4.595 6.148 4.549
C: 3.675 6.807 3.531
C: 2.996 5.602 2.899
O: 2.926 4.593 3.914
C: 3.747 4.977 5.022
H: 4.898 6.807 5.362
H: 5.497 5.782 4.053
H: 2.936 7.428 4.044
H: 4.195 7.429 2.804
H: 3.584 5.205 2.064
H: 1.990 5.823 2.539
H: 3.090 5.271 5.848
H: 4.346 4.124 5.342

Results
* E_LUMO: 0.66 eV
* Kohn-Sham gap: 8.6 eV